No. 1
This record from the Open Molecules 2025 dataset describes a cluster of 8 separate species, C30H71Cl6N2O14P3 in total in a non-equilibrium geometry. The level of theory is the ωB97M-V functional and the def2-TZVPD basis.

The geometry in XYZ format:
```
126
C30H71Cl6N2O14P3, DFT the ωB97M-V functional and the def2-TZVPD basis
O 5.32673 -3.20032 0.48347
O 3.54701 -1.62842 -10.44275
C -5.62131 -0.40923 5.99175
Cl -2.33976 4.39761 -1.11792
H 1.62141 -2.80557 -7.73737
H 1.82656 -1.38168 -5.67554
H 5.07602 -4.75651 -1.52543
C -3.96363 6.57308 -1.63156
H 5.84719 -6.31266 -3.40301
H -8.60237 8.39991 5.76906
Cl -4.08283 8.34701 -2.27515
H -7.00302 8.55943 6.09516
C -4.55117 4.95547 6.98781
O -5.94650 4.49368 6.99251
C 4.47181 -2.74626 2.66721
C -7.66957 7.86948 5.57768
H -7.02425 5.84921 5.34414
O -6.30019 5.26359 9.43491
H -7.85283 -0.93052 5.68667
H 4.97660 -1.78992 2.53046
H -10.95534 3.45830 7.47676
H -7.59189 0.25105 6.90811
H 4.40868 6.19730 1.00460
H 7.34756 -5.49416 -3.68068
H 4.55980 -3.12353 3.68605
H 0.63506 -2.56153 -0.26739
Cl -5.19107 -1.94258 6.93369
C 4.77638 -0.85728 -10.59667
H -4.39844 5.97340 7.34641
C -2.53182 6.05010 -1.93170
P 6.74657 -2.84406 -0.24764
C 6.11958 -4.94870 -1.77473
H 2.95515 -2.73067 -5.43885
H 0.37152 0.33977 -1.19748
H -1.27750 -9.06620 3.16609
H 7.81155 -1.74531 -2.98272
H -3.98959 6.77387 -0.56053
H -0.60689 -2.94400 -11.11221
C -0.35956 -0.12130 1.93894
H -11.56435 3.97990 8.98154
H 1.94297 7.09316 1.57332
C -9.35551 4.40750 8.78705
H 0.42683 -1.77545 -11.82191
H -10.61611 2.58671 8.87964
H 6.52298 -5.55975 -0.96728
H 5.92218 -4.67738 -3.99741
C 1.19880 -3.69401 -11.81894
H 0.88955 -6.06996 2.71104
H -0.74429 -1.87841 -0.82696
O 7.90739 -3.10240 0.60574
O 1.76957 0.22888 -10.31808
H 0.85305 1.15730 0.29889
C -7.17874 -0.12260 5.97121
H 6.33869 -2.26844 -9.83704
H -3.95476 4.43476 7.73697
Cl 2.62089 5.71537 3.39322
H 1.37115 -4.48326 -11.08717
H 8.57229 -0.80027 -0.59637
H 3.34982 -2.87753 -7.79105
C 7.65855 -0.72016 -2.64543
H -4.42594 3.86612 5.03780
O 6.46796 -1.30101 -0.69425
O 1.63867 -7.41754 0.72310
H -1.85940 6.78416 -1.48775
H 5.38982 -0.81485 -11.49667
C 7.64596 -0.56439 -1.12016
H 8.44267 -0.01698 -2.92615
H 1.02678 -7.02720 4.17490
H 1.93733 -0.01382 -0.35041
C 0.48391 -6.93595 3.23413
C -10.65180 3.61231 8.51226
O -7.55126 6.36201 7.30357
N 0.04115 -0.62380 0.68063
C -0.21368 -1.99642 0.11783
C 2.66997 -1.91941 -6.10865
H -7.67162 8.09940 4.51221
H 0.68704 -4.15844 -12.66186
C 2.26932 6.05532 1.64032
P 2.16062 -1.06510 -9.79526
H -2.19927 5.89211 -2.95764
H 7.59593 0.50373 -0.90866
N 0.45693 -8.22258 2.50224
H 3.46581 -1.18450 -5.98759
C 5.79818 -1.37079 -9.53675
H 3.70240 4.65599 0.52185
C 0.43034 -2.60901 -11.11959
O 2.54996 -1.00139 -8.24099
H -5.13285 -0.61209 5.03868
H 5.99694 -4.26875 2.18455
H 2.20069 -3.40150 -12.13321
H -0.14679 -10.13296 2.41709
C 3.50024 5.72100 0.63584
O 1.01865 -2.24968 -9.91871
H -4.72050 5.88543 -2.00891
H 4.54928 0.14302 -10.22799
H 0.84327 -9.32640 0.81443
P -6.97065 5.07188 8.07785
Cl 3.14237 6.42031 -0.97533
H 6.58540 -0.66446 -9.27317
Cl -7.63513 1.21512 4.82251
O 6.72703 -3.59673 -1.62424
O -8.22541 4.01665 8.07445
C -7.78006 6.41504 5.88883
C 5.14978 -3.72013 1.77293
H -9.13715 4.45065 9.85409
C 6.35114 -5.35668 -3.26076
H -9.44879 5.48791 8.67708
C 2.51866 -2.22240 -7.53013
H -0.74632 -2.55882 0.88472
H -8.76076 6.00655 5.64499
C -0.21350 -9.29685 3.11320
C 1.07788 -8.35707 1.28086
H -4.19428 5.59422 4.84882
H -0.49215 -6.59956 3.58377
O -1.12331 -0.67691 2.68288
H 4.45412 -4.54450 1.61615
H 3.46672 -2.44953 2.36749
H 1.41540 5.41160 1.42925
H -5.20315 0.48149 6.46065
H -2.97581 4.66597 5.64113
H -0.00215 0.86949 2.25958
C -4.05675 4.76127 5.53831
H 6.76085 -0.30360 -3.10229
H 0.24879 -9.65775 4.03197
H 5.29714 -1.40523 -8.56935
C 0.87631 0.21019 -0.24013
```

Calculated values
LUMO level	0.13	eV
HOMO	-9.3	eV
frontier orbital gap	9.46	eV
SMILES string	CCOP(=O)(OCC)OCC.CCOP(=O)(OCC)OCC.CCOP(=O)(OCC)OCC.CN(C)C=O.CN(C)C=O.ClCCCl.ClCCCl.ClCCCl
DFT total energy	-6133.89368	a.u.
net charge	0

***

No. 2
This record from the Open Molecules 2025 dataset describes a cluster of 5 separate species, C30H71N5O5 in total in a non-equilibrium geometry. The level of theory is the ωB97M-V functional and the def2-TZVPD basis.

The geometry in XYZ format:
```
111
C30H71N5O5, DFT the ωB97M-V functional and the def2-TZVPD basis
H 1.81946 -0.48718 5.72490
C -2.97001 -3.08030 -1.59351
C 2.63281 -5.10626 -1.32229
C -4.04863 7.70382 2.17892
O -3.11410 -1.69275 -1.35109
C -2.93803 -0.88614 -2.56003
C 2.09195 -6.39670 -3.45272
H -6.07374 8.47818 2.06250
H 3.25442 0.58517 5.51977
H 2.62674 -2.34816 -3.99249
H 2.06562 -7.10096 -2.62120
H 1.68687 1.25840 5.56706
H 0.38130 -3.13519 2.15884
C -3.57094 8.52804 0.91947
H -1.96949 0.33267 0.23920
C -2.07244 8.44848 0.62532
H -1.11198 4.44423 0.74140
C 2.94959 -0.99840 3.29787
H 1.84553 -5.34960 -0.60879
H -0.17828 -1.19719 -1.75474
C 3.38921 -6.84212 -4.17815
H -0.70040 5.43218 3.43981
C 0.63082 1.51467 -0.08365
N -3.45164 6.40170 2.22372
C -3.61869 8.57966 3.45979
C 2.17414 -1.87776 2.36737
H 6.03727 -3.73779 -3.41897
H 1.71050 1.37702 -0.02506
H 3.24217 -4.26826 -0.98387
C 2.08090 -4.98319 -2.78237
H -2.56494 8.78667 3.64651
N 0.10854 1.91186 2.33303
H 3.76981 -3.42598 -6.03154
H 1.80661 -1.28645 1.52869
C 5.33058 -4.54260 -3.21655
C 4.61631 -3.49008 -5.34785
H -1.48024 8.94147 1.39627
H 3.29750 -5.67959 -5.80126
H 0.02711 -5.17530 -2.25710
H -0.96774 -4.08433 0.46607
H -1.41955 6.90935 3.84568
H -0.53587 6.94723 0.37856
H -2.45695 -5.40519 -1.35178
C -3.00129 -3.85908 -0.20807
H -2.74027 0.14581 -2.27008
C 4.20513 -4.41111 -4.23508
H 0.53871 -3.48157 -2.34107
H 0.42872 2.55278 -0.34743
H -1.53642 -2.46937 0.61812
H -5.99745 7.00048 1.28693
C 0.68796 -0.74354 -1.27314
H -1.92620 -3.70806 1.76898
H -3.94521 8.12865 4.39686
H 0.83855 -1.32391 -0.36286
C -2.01499 4.60299 1.33086
H 0.02033 0.09127 1.41692
N 3.00757 -2.90860 1.78144
N 2.89850 -4.04111 -3.67192
H -3.84741 -0.93215 -3.15920
H -2.72016 4.47833 0.50910
C 0.62513 -4.45756 -2.81864
H 3.93175 -2.65581 1.46193
H -2.28466 -5.48304 0.18947
C -1.05787 6.35376 2.98046
H 4.08091 -7.14166 -3.39079
H 3.18869 -3.63324 2.46128
C -1.61473 6.94730 0.53399
H 4.76023 -2.50505 -4.90391
C -1.86191 -3.50643 0.69973
H -0.17456 6.84712 2.57489
H -3.66391 9.58426 1.17217
H -4.20378 9.49770 3.40554
H 3.33198 -1.51924 4.17571
H 4.91002 -6.28667 -5.25680
H 3.85332 -0.60616 2.83148
C 2.22896 0.38241 5.21087
H 1.23929 -3.45492 3.62831
N -2.96839 -5.21168 -0.50260
H -0.61665 1.58443 2.95511
H 1.49376 -0.86460 -1.99710
H -2.34054 0.94293 1.93892
H -1.93635 6.45942 -0.38613
H -4.46917 4.97688 2.67911
C -0.27489 1.10553 1.14818
H 5.66099 -5.57357 -3.08992
H -1.83902 8.88300 -0.34669
H -1.98922 -3.30090 -2.01479
H 3.35191 -7.71606 -4.82849
O 2.92001 -2.80239 -3.19923
C 3.99332 -5.77281 -4.96745
H 0.89989 1.57578 2.86304
H 0.31745 -4.49400 -3.86368
H 4.94574 -4.40700 -2.20580
H -4.16660 8.42428 0.01255
H -6.02323 6.99497 2.98263
O 0.38403 0.70148 -1.18029
O -4.03833 5.59871 3.27012
C -1.79418 1.08649 1.00673
H 5.43565 -3.89004 -5.94519
C 0.98407 -2.65703 2.93093
O 2.24118 0.13895 3.83219
H -2.09833 1.94737 0.41135
H 0.40233 -1.97501 3.55104
C -2.00607 6.11048 1.79982
H 1.31680 -6.52683 -4.20790
H -2.07719 3.93813 2.19237
C -5.56470 7.51774 2.14324
H -3.72478 -3.37242 -2.32365
H 3.23314 -5.99953 -1.14975
H -2.15217 -1.27036 -3.21033
H -4.01748 -3.64028 0.11994
```

Calculated values
LUMO level (spin up / spin down)	2.17 / 2.14	eV
HOMO (spin up / spin down)	0.9 / -5.8	eV
frontier orbital gap (spin up / spin down)	1.30 / 7.98	eV
energy above the lowest of the compared OMol25 structures with the same formula, charge and spin	55.6	kJ/mol
DFT total energy	-1835.26842	a.u.
multiplicity	2
net charge	-1